# C5H12N2O2

A cluster of 2 separate species, C5H12N2O2 in total (the ωB97M-V functional and the def2-TZVPD basis, OMol25).

Bonds (Å) are listed after each position.
Positions of all 21 atoms, in Å:
1 C 1.9109 0.3044 0.2651  N2 1.468, H9 1.093, H10 1.088, H11 1.087
2 N 0.6238 -0.0984 -0.3144  C1 1.468, N3 1.427, C4 1.515
3 N 0.7524 -0.0788 -1.7356  N2 1.427, H6 1.025, H7 1.020
4 C 0.0854 -1.3746 0.2998  N2 1.515, C5 1.350, H8 1.081
5 C -0.3739 -2.3841 -0.4693  C4 1.350, H12 1.080, H13 1.077
6 H 0.9528 -1.0382 -2.0353  N3 1.025
7 H -0.1794 0.1404 -2.0879  N3 1.020
8 H 0.5957 -1.5987 1.2265  C4 1.081
9 H 2.7011 -0.3838 -0.0441  C1 1.093
10 H 2.1675 1.2920 -0.1117  C1 1.088
11 H 1.8445 0.3171 1.3503  C1 1.087
12 H -0.9800 -2.1840 -1.3405  C5 1.080
13 H -0.4008 -3.3803 -0.0602  C5 1.077
14 C -0.7093 2.0868 0.9663  C15 1.499, H19 1.090, H20 1.087, H21 1.087
15 C -1.1680 1.0153 0.0231  C14 1.499, O16 1.641, O17 1.203
16 O -1.8054 -0.1486 0.9880  C15 1.641, H18 0.968
17 O -1.6512 1.1306 -1.0723  C15 1.203
18 H -2.5430 -0.5803 0.5324  O16 0.968
19 H -0.1155 2.8171 0.4170  C14 1.090
20 H -0.1219 1.6296 1.7588  C14 1.087
21 H -1.5855 2.5165 1.4441  C14 1.087

Properties
orbital gap = 9.730 eV
E_HOMO = -8.8 eV
structure (SMILES) = C=CN(C)N.CC(=O)O
charge = 0
LUMO = 0.908 eV
E_tot = -457.59349 hartree
energy relative to the best compared isomer or geometry (same formula, charge and spin) = 4.2294 eV

Results of the Mulliken charge analysis, in e, for atoms 1 through 4: -1.075 0.454 -0.899 0.068